Formula: C63H159As2CrF12N27O8P8
Source: the Open Molecules 2025 dataset
Level of theory: the ωB97M-V functional and the def2-TZVPD basis

Results
E_LUMO (spin up / spin down) = 0.02 / -0.02 eV
Kohn-Sham gap (spin up / spin down) = 7.7 / 7.8 eV
energy = -14021.980362 Ha
spin multiplicity = 5
⟨S²⟩ = 6.005
total charge = 0

Structure (XYZ):
```
280
Properties=species:S:1:pos:R:3:forces:R:3
Cr 2.3934 -2.5141 0.4036 -0.3 0.5 -0.4
As 5.0040 -4.9597 1.3605 2.3 -0.5 0.9
F 3.8028 -3.8711 0.6425 1.7 -1.7 0.3
F 5.3944 -3.5496 2.5768 -0.2 -2.0 -2.3
F 6.2590 -6.0529 2.1019 -1.9 1.7 -1.1
F 4.4985 -6.2063 0.1545 0.3 1.1 1.7
F 6.2280 -4.4556 0.0555 -1.7 -0.2 2.1
F 3.8027 -5.4169 2.6152 0.9 -0.1 -1.5
As -0.1805 0.2136 0.1778 -1.4 -0.3 0.1
F -0.4037 -0.4398 1.8338 0.7 0.6 -1.2
F 1.0077 1.3755 0.7822 -0.9 -0.5 -0.6
F -0.1182 0.8275 -1.4880 0.5 -0.5 1.4
F -1.3339 -1.0273 -0.3274 1.0 0.5 0.0
F -1.5583 1.2909 0.4539 1.0 -0.2 0.1
F 1.2003 -0.9036 -0.1469 -1.5 1.5 0.0
O 0.7523 2.6630 -7.1194 -1.5 0.5 1.9
P -0.4229 3.2406 -6.3667 -0.4 1.7 0.8
N -0.1038 4.6620 -5.4183 0.9 -1.4 -1.9
C 1.2487 4.7229 -4.8722 -0.2 -0.5 -0.8
C -0.9627 5.6446 -4.8571 -0.6 0.2 1.2
N -1.1515 2.2694 -5.1573 0.2 0.7 -1.4
C -0.4754 1.0942 -4.6679 -0.2 -1.0 -0.8
C -2.2730 2.7385 -4.3589 0.2 0.6 -0.6
N -1.6776 3.7598 -7.3905 0.2 0.7 2.3
C -1.6035 4.9248 -8.2536 0.5 -0.5 0.7
C -2.5005 2.6907 -7.8323 0.1 -1.1 -0.8
H 1.2246 5.1921 -3.8886 0.2 0.0 -0.1
H 1.8856 5.2286 -5.5980 0.3 0.4 0.4
H 1.6443 3.7096 -4.8033 0.2 0.0 0.3
H -0.9511 5.5242 -3.7738 -0.2 -0.2 0.5
H -2.0195 5.5806 -5.1165 0.2 0.1 -0.6
H -0.5625 6.6555 -4.9335 -0.1 0.3 -0.7
H -0.6029 0.3707 -5.4730 0.7 -0.6 0.1
H 0.5788 1.2324 -4.4277 0.0 0.1 0.0
H -0.9659 0.6464 -3.8036 -0.1 0.4 0.1
H -2.9788 1.9250 -4.1910 0.2 -0.1 0.3
H -1.9065 3.2264 -3.4557 -0.2 -0.3 0.5
H -2.8559 3.5056 -4.8687 0.1 0.0 -0.3
H -0.9898 5.6558 -7.7272 0.0 0.2 -0.4
H -1.1594 4.6420 -9.2080 0.1 0.3 -0.2
H -2.6106 5.3153 -8.4001 0.0 0.1 -0.1
H -1.8057 2.0747 -8.4032 -0.6 -1.0 -0.3
H -3.3090 2.9780 -8.5045 0.0 0.4 0.1
H -2.9290 2.1526 -6.9868 0.0 -0.2 -0.1
O 4.0706 -1.4685 -0.3984 -0.4 0.5 -0.5
P 5.2148 -0.5437 -0.6161 3.4 1.1 -0.1
N 6.4151 -0.6111 0.6434 -1.2 1.1 -1.4
C 7.4268 -1.6625 0.8086 -0.6 -1.0 -0.9
C 6.0182 -0.0504 1.9409 0.1 0.0 -0.2
N 4.7897 1.0848 -0.7384 1.3 1.1 1.0
C 3.6464 1.4182 -1.5402 -1.2 -2.3 -0.2
C 5.7845 2.2116 -0.8408 -0.4 -1.1 1.0
N 6.0425 -0.7954 -2.1234 -0.4 0.1 0.5
C 7.3250 -0.1548 -2.5251 -0.8 0.4 1.3
C 5.8975 -2.0544 -2.7701 0.1 -1.7 0.0
H 7.9067 -1.9853 -0.1153 0.1 0.7 -0.4
H 6.9709 -2.6137 1.0833 0.0 0.3 0.8
H 8.1996 -1.3510 1.5113 -0.2 0.1 0.0
H 5.4418 -0.7773 2.5133 0.0 0.0 0.2
H 5.4665 0.8833 1.8321 -0.2 -0.1 -0.2
H 6.9267 0.2193 2.4794 0.1 -0.2 0.1
H 3.2091 2.4150 -1.4817 0.8 0.2 0.1
H 3.8817 1.0641 -2.5439 -0.3 0.8 -0.6
H 2.8602 0.7479 -1.1927 -0.5 0.0 -0.2
H 6.0297 2.5464 -1.8487 -0.1 -0.5 -0.4
H 5.3065 3.0605 -0.3521 0.3 -0.1 0.3
H 6.6958 1.9009 -0.3299 0.0 0.4 0.1
H 7.4659 -0.0385 -3.5997 -0.9 0.2 -0.2
H 7.3033 0.8013 -2.0021 0.7 0.0 -0.5
H 8.2226 -0.7186 -2.2709 -0.1 -0.3 0.7
H 4.9532 -2.5556 -2.5573 0.1 0.2 0.3
H 6.7162 -2.6942 -2.4408 0.1 -0.6 -0.1
H 5.9626 -2.0216 -3.8577 0.0 0.5 -0.2
O -5.7813 -3.1014 3.7403 -0.9 -3.1 -1.2
P -5.4776 -1.7216 3.9322 2.0 4.7 1.8
N -6.7648 -0.6549 3.5111 1.0 1.1 0.6
C -6.8030 0.8126 3.8881 0.7 -1.4 0.7
C -7.6946 -0.9956 2.4429 -0.5 -0.9 0.5
N -4.0724 -1.2034 3.1094 -0.3 -0.7 0.9
C -3.5805 -1.9726 1.9671 -0.5 -1.0 0.6
C -3.5912 0.1500 3.2577 -0.2 0.6 0.2
N -5.0772 -1.3556 5.6109 0.4 0.5 -1.1
C -6.1835 -1.2585 6.5420 -1.5 0.3 -0.7
C -3.8495 -1.8632 6.2973 -1.1 0.2 -1.4
H -5.8317 1.1272 4.2697 0.1 0.0 -0.3
H -7.4411 1.0095 4.7496 -0.6 -0.2 -0.2
H -7.1023 1.4479 3.0544 0.0 -0.2 -0.1
H -8.6605 -1.2551 2.8762 -0.3 0.0 0.0
H -7.3891 -1.8862 1.8936 0.2 0.1 0.0
H -7.8936 -0.1878 1.7386 0.5 0.2 0.0
H -4.4062 -2.1956 1.2914 0.4 0.5 -0.6
H -2.6764 -1.5445 1.5341 -0.5 0.4 -0.3
H -3.2705 -2.9671 2.2877 0.0 -0.1 0.2
H -2.5953 0.2959 2.8392 0.0 -0.3 0.0
H -4.2390 0.8873 2.7836 -0.1 0.1 -0.4
H -3.5713 0.4389 4.3086 0.1 -0.1 0.1
H -6.7258 -0.3346 6.3408 0.0 0.3 0.4
H -6.9526 -2.0108 6.3669 0.0 -0.5 0.0
H -5.9684 -1.3143 7.6091 0.7 0.1 -0.2
H -4.1033 -2.8707 6.6267 0.6 -0.1 0.4
H -3.6050 -1.1797 7.1105 -0.2 -0.2 0.2
H -2.9940 -1.8639 5.6219 -0.1 -0.2 -0.2
O 1.9607 -3.0186 -1.6654 0.3 0.2 -0.6
P 2.1443 -3.5760 -3.0376 -1.7 -0.6 -3.6
N 0.6020 -3.6916 -3.8517 1.4 0.2 2.8
C -0.5167 -2.8764 -3.3329 1.2 -0.3 -0.4
C 0.3894 -4.3269 -5.1063 0.4 -1.0 -0.3
N 2.6967 -5.1786 -3.1357 -0.8 1.5 0.2
C 4.1223 -5.4944 -3.0863 -0.3 -0.8 -0.4
C 1.7329 -6.2382 -2.7261 0.7 -0.4 -0.2
N 3.0559 -2.6211 -4.2007 -0.2 -1.5 1.6
C 3.5457 -3.1639 -5.4429 0.7 -1.2 0.0
C 3.0027 -1.1774 -4.2809 -0.6 0.1 1.5
H -0.3977 -1.8899 -3.7811 -0.6 0.3 0.1
H -0.4040 -2.7991 -2.2515 -0.3 0.1 -0.1
H -1.4528 -3.3512 -3.6267 -0.1 0.1 0.2
H -0.5421 -4.8884 -5.0349 -0.4 0.3 -0.4
H 1.1305 -5.1018 -5.3023 0.3 0.0 0.2
H 0.4380 -3.6906 -5.9900 -0.4 0.4 0.0
H 4.6777 -4.8321 -3.7505 0.1 0.4 0.6
H 4.4902 -5.6113 -2.0669 0.3 0.5 -0.1
H 4.2553 -6.4629 -3.5683 -0.1 -0.2 0.0
H 0.9269 -5.9310 -2.0597 0.0 0.5 -0.3
H 1.3386 -6.7602 -3.5980 -0.4 0.3 -0.2
H 2.2357 -7.0477 -2.1969 0.5 0.3 0.2
H 4.6335 -3.2151 -5.3953 0.4 0.6 -0.3
H 3.3355 -4.2180 -5.6236 -0.7 0.0 0.2
H 3.2305 -2.5770 -6.3057 -0.1 0.0 0.0
H 2.1009 -0.8590 -4.8038 0.1 0.2 -0.4
H 3.9028 -0.7434 -4.7163 0.0 -0.2 -0.2
H 2.9346 -0.7736 -3.2707 -0.1 0.1 0.1
O -2.0406 4.7542 5.9654 1.4 -1.4 -0.4
P -0.9270 3.8167 5.5968 -0.6 -1.9 -1.1
N 0.5703 3.8942 6.4160 0.0 1.8 -3.0
C 1.5635 4.9849 6.0891 -1.7 -0.2 0.6
C 0.7378 3.4053 7.7258 0.0 -0.7 0.7
N -0.5350 3.8551 3.9275 -0.1 0.3 1.6
C 0.7553 3.4300 3.4169 -0.2 0.0 -0.4
C -1.5052 4.0938 2.8512 0.6 -0.3 -0.2
N -1.3631 2.1255 5.8108 -1.2 1.4 1.6
C -0.5447 0.9727 5.4295 -0.5 1.3 -0.6
C -2.6492 1.8561 6.4869 0.5 0.5 0.4
H 2.5530 4.5316 6.1486 0.1 0.4 -0.2
H 1.4374 5.8044 6.7966 0.4 -0.2 0.6
H 1.3305 5.5232 5.1704 0.2 -0.7 -0.4
H 0.5257 4.1605 8.4826 -0.3 0.0 0.3
H 1.7774 3.1137 7.8753 0.2 -0.2 0.0
H 0.1162 2.5148 7.8190 -0.1 0.1 0.5
H 0.9656 4.0654 2.5566 0.7 0.6 0.3
H 1.5002 3.4405 4.2126 0.1 0.2 -0.4
H 0.7632 2.4595 2.9208 -0.4 -0.6 0.4
H -1.2471 3.3988 2.0522 -0.1 -0.4 0.0
H -2.5561 3.9205 3.0828 0.2 0.2 0.5
H -1.3558 5.0629 2.3750 -0.2 0.4 0.3
H -0.7395 0.8079 4.3698 0.9 -0.1 -0.4
H 0.4690 1.2713 5.6967 0.3 -0.7 -0.5
H -0.8366 0.0228 5.8774 -0.1 0.3 0.7
H -2.7368 2.4328 7.4076 0.0 0.4 0.0
H -2.7034 0.8312 6.8542 0.0 -0.2 -0.5
H -3.5065 2.1216 5.8684 -0.1 -0.3 0.0
O 1.0918 -3.9800 1.1607 -1.2 -1.1 0.3
P 0.1279 -4.9380 1.8440 -1.8 -0.2 1.5
N -0.2043 -4.5564 3.5280 0.9 -0.9 -4.0
C 0.6354 -5.0592 4.5577 0.8 0.4 0.6
C -1.1031 -3.4944 3.8688 -0.9 0.2 -0.4
N 0.6277 -6.5434 1.8679 0.9 0.5 0.7
C -0.1172 -7.6512 2.4875 -1.4 1.5 -0.3
C 1.5009 -7.0132 0.8036 0.6 0.0 0.1
N -1.4359 -5.0291 1.1034 3.5 2.7 2.4
C -1.5870 -4.8237 -0.2812 0.8 0.6 -0.6
C -2.4875 -5.7177 1.7157 -0.9 -0.5 0.6
H 1.5324 -5.5652 4.2008 -0.4 -0.5 -0.2
H 0.0437 -5.6441 5.2619 0.3 -0.3 0.2
H 1.0679 -4.1908 5.0547 -0.2 0.0 0.6
H -1.2358 -2.8037 3.0361 0.0 0.0 0.0
H -0.7866 -2.8876 4.7172 0.4 -0.2 0.1
H -2.0655 -3.9515 4.0986 -0.4 0.4 0.2
H 0.4091 -8.4033 3.0754 0.7 0.1 -0.6
H -0.8765 -7.2618 3.1657 0.1 0.2 0.1
H -0.6859 -8.0136 1.6311 0.0 -1.1 0.4
H 1.5462 -6.2696 0.0079 0.5 -0.1 0.1
H 2.4786 -7.2634 1.2155 0.2 0.4 -0.3
H 1.1672 -7.9553 0.3686 -0.6 0.0 0.0
H -0.8377 -4.1001 -0.6020 0.1 -0.1 -0.3
H -1.3944 -5.7939 -0.7392 -0.6 0.0 -1.0
H -2.5534 -4.3592 -0.4773 -0.1 -0.4 -0.4
H -2.5088 -6.7068 1.2583 -0.7 -0.4 0.3
H -3.4050 -5.1611 1.5249 -0.3 -0.3 -0.1
H -2.3831 -5.7688 2.7995 0.1 -0.2 -0.1
O -3.7840 -4.4210 -3.2662 -0.1 0.0 -0.5
P -5.2095 -4.0558 -3.1820 -2.9 1.1 -0.1
N -6.2922 -5.3721 -3.5149 0.9 0.6 -0.1
C -5.7213 -6.6117 -4.1269 0.2 0.9 0.5
C -7.7283 -5.3829 -3.1794 0.5 0.0 0.6
N -5.6860 -2.7026 -4.2259 2.3 -3.2 0.8
C -4.6725 -1.8385 -4.7464 1.0 0.3 0.7
C -7.0167 -2.3582 -4.4369 -2.0 0.4 0.6
N -5.7216 -3.5308 -1.6125 -0.5 -0.3 -2.3
C -5.5561 -4.4979 -0.5447 0.5 0.5 0.7
C -5.3923 -2.1601 -1.2231 0.1 0.1 -0.3
H -5.2115 -7.2415 -3.3978 -0.4 -0.2 0.4
H -4.9045 -6.3685 -4.8064 -0.3 0.2 -0.3
H -6.5070 -7.1748 -4.6306 0.1 0.1 0.0
H -8.3961 -5.7094 -3.9766 0.3 0.2 -0.5
H -8.0513 -4.4035 -2.8263 0.1 0.0 -0.1
H -7.9572 -6.0732 -2.3675 0.2 -0.2 0.3
H -3.7435 -2.4067 -4.7934 0.1 0.3 0.0
H -4.8550 -1.3983 -5.7267 -0.5 -0.4 -0.2
H -4.5685 -1.0029 -4.0543 0.5 0.4 -0.1
H -7.4473 -1.9448 -3.5249 -0.4 0.2 0.4
H -7.1384 -1.5551 -5.1638 0.2 -0.2 -0.3
H -7.6360 -3.2138 -4.7064 0.0 0.0 -0.3
H -5.8884 -4.0237 0.3788 0.1 0.1 0.2
H -6.1100 -5.4362 -0.5733 -0.1 0.1 -0.8
H -4.4885 -4.6973 -0.4523 0.0 -0.4 0.3
H -5.4506 -1.4310 -2.0312 -0.3 -0.4 -0.4
H -4.3630 -2.0502 -0.8817 0.1 -0.1 0.4
H -6.1054 -1.8121 -0.4758 0.1 -0.1 0.3
O 7.3040 5.4279 0.6971 -1.9 0.3 0.6
P 5.8894 5.9387 0.7928 0.6 0.8 -0.6
N 5.3039 6.6903 -0.6374 -0.4 -1.5 0.8
C 5.0381 5.6844 -1.7263 0.7 1.4 -0.1
C 6.0921 7.8778 -1.1012 -0.2 -1.2 -0.2
N 5.6886 7.1845 1.8670 1.6 0.9 1.1
C 6.7953 7.6269 2.7647 0.0 -0.4 -1.3
C 4.6478 8.1759 1.7597 -1.2 0.4 0.4
N 4.7264 4.8345 1.3001 -0.5 -1.4 -0.7
C 4.9767 4.1085 2.5870 0.8 1.3 -0.2
C 3.2597 4.9614 1.0341 1.1 0.7 0.2
H 4.9204 4.6413 -1.4329 0.3 0.4 0.5
H 5.9164 5.8039 -2.3606 -0.1 -0.6 -0.5
H 4.1407 5.9264 -2.2957 0.0 0.3 0.0
H 5.5652 8.3398 -1.9361 -0.2 0.1 0.2
H 7.0555 7.5415 -1.4844 0.2 0.0 0.0
H 6.2886 8.6116 -0.3194 -0.3 -0.2 0.1
H 6.3016 8.1280 3.5974 0.6 -0.1 0.1
H 7.4965 6.8355 3.0296 -0.7 -0.5 0.4
H 7.4918 8.2495 2.2031 -0.2 0.9 0.1
H 4.5147 8.6724 0.7986 0.1 -0.3 -0.2
H 3.6771 7.7980 2.0808 -0.3 -0.4 -0.4
H 4.7567 8.9899 2.4764 0.7 0.0 0.1
H 4.7551 4.7929 3.4059 -0.5 0.0 0.3
H 4.4509 3.1673 2.7468 -0.4 0.1 -0.6
H 6.0318 3.8957 2.7592 0.2 0.0 -0.6
H 2.9887 5.5694 0.1710 0.6 -0.3 -0.4
H 2.8216 5.5637 1.8299 -0.4 -0.5 0.5
H 2.8536 3.9554 0.9284 -0.3 0.1 0.2
N 2.7581 -1.5687 2.4165 -1.1 1.1 3.3
C 2.6496 -2.4158 3.5117 0.2 0.3 -1.9
C 2.6321 -2.0365 4.8369 0.7 0.3 0.2
C 2.7792 -0.7147 5.1346 -0.6 1.6 -0.6
C 2.8220 0.2351 4.0886 -0.4 -1.1 0.8
C 2.7400 -0.2072 2.7841 1.3 -1.9 -0.6
H 2.5747 -3.4773 3.3270 0.2 0.0 -0.6
H 2.6597 -2.7269 5.6669 -0.3 -0.4 -0.3
H 2.7362 -0.3812 6.1609 0.3 0.1 0.1
H 2.8732 1.2809 4.3534 0.0 0.1 -0.3
H 2.8865 0.5291 2.0077 -0.4 -0.2 -0.4
N -0.1643 6.9569 -1.4366 -2.5 0.6 0.5
C 0.6319 5.9036 -1.3700 -0.8 -0.1 0.1
C 0.1911 4.6605 -0.9318 -0.1 -0.2 -0.1
C -1.1475 4.4941 -0.5875 0.2 0.0 -0.2
C -2.0193 5.5694 -0.6261 1.0 1.1 -0.9
C -1.4958 6.8150 -1.0680 1.7 -1.4 0.7
H 1.6385 6.0795 -1.7196 0.3 -0.1 0.1
H 0.8780 3.8271 -0.9289 0.0 -0.2 0.1
H -1.5614 3.5376 -0.3042 0.3 -0.2 0.0
H -3.0513 5.3717 -0.3764 -0.2 0.5 0.0
H -2.0948 7.7097 -0.9836 0.1 0.2 -0.4
N -5.3844 1.4764 -2.6385 -0.6 0.8 1.8
C -4.3800 1.6286 -1.7643 -0.4 0.4 1.6
C -4.5683 1.8975 -0.3495 -0.6 -0.1 -1.8
C -5.8697 2.0650 0.1080 0.6 -0.6 0.5
C -6.9337 1.8783 -0.7475 0.5 0.1 -1.3
C -6.6214 1.6436 -2.0840 0.1 -0.9 -0.5
H -3.3877 1.5916 -2.1889 0.2 -0.3 0.2
H -3.7680 1.9552 0.3734 0.3 0.0 -0.4
H -6.0378 2.2374 1.1608 0.0 0.1 0.1
H -7.9759 1.9171 -0.4670 0.0 0.1 0.2
H -7.4458 1.4741 -2.7607 -0.1 0.1 -0.3
```
Positions in Å, forces in eV/Å.

Atomic partial charges in e from the Löwdin method, atoms 1 to 6: 0.730 1.046 -0.325 -0.305 -0.279 -0.276